No. 1
C23H18BrN4OPtSe | wB97M-V/def2-TZVPD

```
49
Properties=species:S:1:pos:R:3:forces:R:3:nbo_charge:R:1
Pt -0.47613 -0.72016 -0.78114 0.281 -0.323 -0.148 0.647
O -5.67784 -3.08842 1.31236 0.020 0.014 -0.004 -0.618
C -4.55893 -2.46358 0.93828 -0.042 -0.029 0.007 0.390
C -3.99069 -1.40212 1.64181 0.014 -0.001 -0.044 -0.316
C -2.82909 -0.83485 1.16754 -0.036 -0.003 0.004 0.095
N -2.23227 -1.26738 0.04927 -0.130 -0.154 0.139 -0.507
C -2.79921 -2.28038 -0.61496 -0.009 0.018 -0.014 0.178
Br -1.83511 -2.75478 -2.18755 -0.214 0.196 0.125 0.163
C -3.94509 -2.91974 -0.23248 0.014 0.050 -0.004 -0.312
H -6.03780 -2.71443 2.12591 -0.006 0.001 0.010 0.500
H -4.44255 -1.02326 2.54843 -0.002 -0.001 0.001 0.243
H -2.34033 -0.01517 1.67564 0.016 -0.013 0.009 0.243
H -4.36668 -3.73537 -0.80013 -0.004 -0.002 0.002 0.267
N -1.14142 1.86850 -1.49872 0.128 -0.041 -0.170 -0.877
C -0.98343 2.84213 -0.45063 0.008 -0.083 0.045 0.132
C -1.73497 4.01220 -0.55697 -0.015 0.016 0.011 -0.225
C -1.73618 4.97987 0.42676 0.019 -0.024 0.021 -0.193
C -0.97330 4.76265 1.56267 -0.018 0.012 -0.021 -0.228
C -0.22657 3.60647 1.67287 -0.018 -0.025 0.015 -0.127
C -0.17482 2.61406 0.67608 -0.064 -0.023 0.007 -0.096
C 0.70382 1.42973 1.01706 -0.234 0.041 -0.007 -0.142
C 1.83680 1.72965 1.79177 0.031 0.034 0.000 -0.137
C 2.60190 0.76677 2.42127 -0.011 -0.003 0.003 -0.238
C 2.22250 -0.56139 2.33273 0.005 -0.018 0.020 -0.200
C 1.16055 -0.90037 1.51076 -0.042 0.027 -0.049 -0.276
C 0.44155 0.06215 0.79315 0.195 0.209 0.120 -0.101
H -2.10700 1.88011 -1.80624 0.012 -0.067 -0.043 0.381
H -0.59292 2.08405 -2.32495 0.017 0.169 0.057 0.371
H -2.33528 4.14992 -1.44914 0.007 0.007 -0.004 0.212
H -2.33127 5.87594 0.31512 0.002 0.001 -0.003 0.226
H -0.96819 5.48142 2.37095 -0.005 -0.002 0.002 0.225
H 0.31246 3.44320 2.59428 0.013 -0.009 0.003 0.211
H 2.13119 2.76479 1.89862 -0.016 0.013 -0.009 0.214
H 3.47129 1.05914 2.99459 0.000 0.001 0.000 0.225
H 2.77049 -1.33302 2.85769 -0.012 -0.002 0.007 0.224
H 0.90172 -1.94508 1.39236 0.049 -0.007 -0.041 0.218
Se 2.02346 1.11502 -2.14929 0.042 0.052 -0.019 1.040
N 1.34245 -0.47514 -1.67890 0.019 -0.031 0.060 -0.714
C 2.27720 -1.39841 -1.85249 0.010 -0.058 -0.035 0.222
C 2.15901 -2.78697 -1.54132 -0.020 0.092 0.011 -0.253
C 3.21851 -3.58861 -1.79817 0.062 -0.028 -0.003 -0.152
C 4.44042 -3.09117 -2.37256 -0.051 -0.025 0.012 -0.194
C 4.59918 -1.78198 -2.66225 -0.032 0.032 0.000 -0.184
C 3.51230 -0.88629 -2.39605 0.045 -0.016 -0.046 0.086
N 3.55854 0.41242 -2.62118 -0.024 0.007 -0.021 -0.566
H 1.24584 -3.15457 -1.09399 -0.009 -0.007 -0.020 0.235
H 3.15660 -4.64211 -1.55849 -0.004 -0.003 -0.018 0.230
H 5.24089 -3.79084 -2.56994 0.007 0.001 0.018 0.234
H 5.50840 -1.38458 -3.09042 0.004 0.004 0.012 0.244
```
Positions in Å, forces in eV/Å.

Output
Spin multiplicity ... 1
LUMO ... -3.8 eV
Charge ... +1
HOMO-LUMO gap ... 6.9 eV
Relative energy (zero: lowest compared OMol25 entry of this formula, charge and spin) ... 36.3 kcal per mole
HOMO level ... -10.7 eV

***

No. 2
C2H2FO3S | wB97M-V/def2-TZVPD

```
9
Properties=species:S:1:pos:R:3:forces:R:3:mulliken_spin:R:1
C -0.06484 -2.12720 -0.47161 -2.300 -0.242 -1.688 1.826
C 0.91280 1.05189 -1.38198 -0.118 -1.015 -0.596 0.008
O 0.12186 -0.14651 2.21241 -0.298 -0.267 -0.615 0.005
O 0.30775 0.37512 -0.55076 -0.602 -0.972 -0.258 0.024
O -1.34801 1.63597 1.38178 0.482 -0.713 -0.422 0.000
F 1.11609 2.27086 -0.83550 0.626 2.116 0.169 0.001
S -0.00532 1.05082 1.39603 0.009 1.433 1.695 -0.001
H 0.04823 -2.35125 -1.56394 0.749 0.040 1.178 0.067
H -1.08857 -1.75969 -0.18643 1.452 -0.380 0.537 0.069
```
Positions in Å, forces in eV/Å.

Output
Spin multiplicity ... 3
LUMO (alpha / beta) ... 3.9 / 3.0 eV
Charge ... -1
HOMO-LUMO gap (alpha / beta) ... 8.0 / 7.1 eV
Relative energy (zero: lowest compared OMol25 entry of this formula, charge and spin) ... 71.9 kcal per mole
HOMO level (alpha / beta) ... -4.1 / -4.1 eV

***

No. 3
C19H27N3O2S | wB97M-V/def2-TZVPD

```
52
Properties=species:S:1:pos:R:3:forces:R:3:nbo_charge:R:1
C -0.72500 1.73134 1.42495 0.186 -0.127 0.022 -0.603
C 0.75186 1.34453 1.42886 -0.135 0.231 -0.165 -0.418
C 1.67825 2.40006 0.79799 0.116 -0.251 0.438 -0.040
C 2.90219 2.57511 1.70891 -0.112 0.416 -0.123 -0.395
C 3.87503 3.61981 1.18033 0.112 -0.280 -0.003 -0.397
C 4.27175 3.23333 -0.23567 -0.190 0.258 -0.029 -0.403
C 3.01077 3.07193 -1.07255 0.350 -0.037 -0.101 -0.214
N 2.15047 2.02817 -0.53851 -0.054 0.018 0.001 -0.456
C 1.10870 1.70103 -1.49698 0.037 -0.036 -0.264 -0.221
C 1.62575 0.74252 -2.57608 -0.108 -0.052 0.339 -0.402
C 1.79801 -0.67558 -2.03486 0.302 0.104 -0.126 -0.234
N 0.52112 -1.32135 -1.83202 -0.073 0.091 -0.318 -0.607
C 0.11511 -1.81364 -0.64253 -0.077 -0.058 -0.162 0.665
O 0.80592 -1.79119 0.35892 0.059 -0.039 0.251 -0.627
C -1.27021 -2.37524 -0.62963 -0.354 -0.156 0.181 -0.125
C -1.86472 -2.98616 -1.73090 0.093 0.132 0.046 -0.204
C -3.14160 -3.50140 -1.62659 -0.054 0.031 0.152 -0.202
C -3.84892 -3.40662 -0.43549 -0.168 -0.122 0.139 -0.230
C -3.26449 -2.79138 0.67644 0.177 -0.088 -0.476 0.215
C -1.97324 -2.29513 0.56557 0.079 -0.036 -0.117 -0.211
N -3.96498 -2.61450 1.86733 0.371 0.453 0.131 -0.623
C -5.07414 -3.27680 2.29017 -0.330 -0.307 -0.041 0.673
O -5.64988 -2.97191 3.30816 -0.094 -0.003 0.182 -0.579
C -5.48906 -4.44986 1.42780 0.082 -0.067 -0.328 -0.629
S -5.49317 -4.03224 -0.34002 -0.010 0.135 0.178 0.288
H -1.11010 1.88851 0.41969 -0.070 0.042 -0.094 0.196
H -1.31636 0.94755 1.89408 -0.144 -0.041 0.049 0.202
H -0.87496 2.65104 1.98796 -0.083 0.087 0.032 0.203
H 0.90384 0.38421 0.93807 0.057 -0.020 0.037 0.237
H 1.04837 1.20572 2.47015 0.067 -0.050 -0.011 0.206
H 1.13879 3.36794 0.75108 0.035 -0.027 -0.013 0.155
H 2.56171 2.85881 2.70656 -0.046 -0.081 0.038 0.205
H 3.40974 1.61154 1.77774 -0.025 -0.112 0.071 0.206
H 4.75246 3.68019 1.82692 -0.002 0.080 0.026 0.208
H 3.39409 4.60153 1.17122 0.011 0.061 0.024 0.193
H 4.91546 3.99251 -0.68397 0.042 -0.020 -0.032 0.206
H 4.81078 2.28516 -0.21983 0.071 -0.038 -0.049 0.203
H 3.28747 2.80855 -2.09508 -0.059 0.066 0.001 0.196
H 2.47447 4.04090 -1.11190 0.001 -0.073 -0.043 0.158
H 0.70484 2.61138 -1.97709 -0.045 -0.072 0.116 0.172
H 0.28756 1.20425 -0.98503 -0.069 0.049 0.014 0.206
H 2.58729 1.08500 -2.95562 0.005 0.035 -0.098 0.210
H 0.92172 0.73017 -3.41256 0.041 0.023 -0.104 0.195
H 2.39546 -1.27366 -2.73281 0.020 0.057 0.135 0.192
H 2.30312 -0.64385 -1.06771 0.022 -0.045 -0.125 0.248
H -0.12171 -1.31124 -2.60785 -0.061 -0.039 0.164 0.393
H -1.32758 -3.09756 -2.66065 0.068 -0.012 -0.088 0.213
H -3.61162 -3.98307 -2.46975 0.000 -0.102 -0.107 0.225
H -1.49481 -1.83025 1.41508 0.087 0.027 0.111 0.234
H -3.60213 -1.91731 2.50560 -0.170 -0.113 -0.023 0.417
H -6.49764 -4.76174 1.69190 0.099 0.078 0.061 0.262
H -4.79578 -5.28109 1.58022 -0.058 0.032 0.103 0.239
```
Positions in Å, forces in eV/Å.

Output
Spin multiplicity ... 1
LUMO ... 0.4 eV
Charge ... 0
HOMO-LUMO gap ... 9.0 eV
Relative energy (zero: lowest compared OMol25 entry of this formula, charge and spin) ... 18.1 kcal per mole
SMILES ... CC[C@H]1CCCCN1CCCNC(=O)c1ccc2c(c1)NC(=O)CS2
HOMO level ... -8.5 eV

***

No. 4
C3H10OS | wB97M-V/def2-TZVPD

```
15
Properties=species:S:1:pos:R:3:forces:R:3:nbo_charge:R:1
C -0.59233 -1.03134 -1.10713 0.166 -2.707 -0.689 -0.644
C -2.07932 -0.87475 -1.10519 -0.441 0.890 1.186 -0.062
O -2.61405 -1.21991 0.19027 0.025 0.013 -0.286 -0.728
H -0.45781 -2.12656 -1.21089 0.352 0.282 -0.058 0.200
H -0.16280 -0.61239 -2.01486 0.163 0.332 0.193 0.212
H -0.03625 -0.82259 -0.20502 -0.354 0.780 0.118 0.242
H -2.57233 -1.54353 -1.81175 0.238 0.363 -0.495 0.163
H -2.28069 0.18686 -1.28712 -0.517 -0.121 -0.302 0.151
H -3.56748 -1.29953 0.06450 0.178 0.009 0.236 0.462
C 2.78309 1.48939 1.72923 -0.672 -0.850 0.125 -0.727
S 1.68202 1.09847 0.32113 0.008 0.864 0.320 -0.059
H 3.52049 2.23719 1.46550 0.035 0.032 0.232 0.218
H 2.17113 1.71078 2.60238 0.096 0.597 -0.133 0.221
H 3.23012 0.53657 2.02416 0.361 0.158 -0.405 0.225
H 0.97622 2.27133 0.34479 0.362 -0.640 -0.042 0.125
```
Positions in Å, forces in eV/Å.

Output
Spin multiplicity ... 1
LUMO ... 1.0 eV
Charge ... 0
HOMO-LUMO gap ... 10.0 eV
Relative energy (zero: lowest compared OMol25 entry of this formula, charge and spin) ... 19.9 kcal per mole
SMILES ... CCO.CS
HOMO level ... -9.1 eV